Entry 1:
{"formula": "C36H49F4N4S3SnTe", "method": "wB97M-V/def2-TZVPD", "symbols": ["Sn", "C", "C", "N", "C", "C", "C", "C", "N", "C", "C", "F", "C", "F", "C", "C", "F", "C", "F", "H", "H", "H", "H", "H", "H", "H", "H", "H", "H", "H", "H", "H", "H", "H", "C", "C", "S", "C", "C", "S", "C", "C", "S", "H", "H", "H", "H", "H", "H", "H", "H", "H", "H", "H", "H", "Te", "C", "C", "C", "C", "C", "C", "C", "C", "C", "C", "C", "C", "H", "H", "H", "H", "H", "H", "H", "H", "H", "H", "C", "C", "N", "C", "C", "N", "C", "C", "H", "H", "H", "H", "H", "H", "H", "H", "H", "H", "H", "H"], "positions_angstrom": [[-0.357, -0.695, -0.003], [0.952, -4.290, -2.715], [0.379, -2.954, -2.265], [1.019, -2.282, -1.089], [2.249, -1.505, -1.414], [3.468, -2.280, -1.884], [1.254, -3.218, 0.026], [-0.054, -3.784, 0.548], [-1.042, -2.714, 0.738], [-2.250, -2.985, 1.253], [-3.140, -1.911, 1.557], [-2.696, -0.656, 1.385], [-4.397, -2.106, 2.058], [-5.152, -1.059, 2.328], [-4.871, -3.398, 2.293], [-4.041, -4.473, 2.024], [-4.467, -5.704, 2.232], [-2.765, -4.292, 1.531], [-2.039, -5.366, 1.286], [0.321, -4.654, -3.526], [1.969, -4.229, -3.091], [0.919, -5.047, -1.932], [0.401, -2.231, -3.084], [-0.671, -3.103, -2.015], [1.964, -0.764, -2.167], [2.508, -0.953, -0.503], [3.327, -2.715, -2.870], [4.307, -1.588, -1.957], [3.756, -3.065, -1.186], [1.903, -4.041, -0.273], [1.764, -2.675, 0.822], [-0.455, -4.534, -0.135], [0.135, -4.283, 1.500], [-5.868, -3.554, 2.686], [0.738, 2.842, 4.955], [-0.620, 2.158, 5.033], [-1.018, 1.142, 3.576], [-1.053, -0.525, 4.271], [0.297, -1.185, 4.515], [1.300, -1.328, 3.007], [2.745, -0.265, 3.276], [2.505, 1.239, 3.374], [2.175, 1.752, 5.094], [0.827, 3.544, 5.786], [0.821, 3.431, 4.040], [-1.401, 2.912, 5.130], [-0.673, 1.516, 5.911], [-1.621, -1.124, 3.550], [-1.641, -0.513, 5.189], [0.140, -2.195, 4.895], [0.887, -0.639, 5.248], [3.384, -0.487, 2.418], [3.278, -0.633, 4.154], [1.671, 1.538, 2.742], [3.412, 1.745, 3.039], [-2.844, -0.821, -1.931], [-2.928, -2.729, -2.827], [-2.460, -2.953, -4.113], [-2.533, -4.236, -4.641], [-3.054, -5.280, -3.887], [-3.527, -5.042, -2.603], [-3.473, -3.761, -2.071], [-2.145, 0.276, -3.583], [-0.785, 0.413, -3.844], [-0.371, 1.101, -4.974], [-1.313, 1.651, -5.835], [-2.667, 1.523, -5.563], [-3.092, 0.837, -4.433], [-2.053, -2.144, -4.711], [-2.188, -4.416, -5.651], [-3.110, -6.275, -4.307], [-3.963, -5.847, -2.027], [-3.894, -3.568, -1.088], [-0.050, -0.020, -3.175], [0.684, 1.203, -5.190], [-0.988, 2.180, -6.721], [-3.400, 1.953, -6.232], [-4.150, 0.736, -4.230], [3.609, 5.054, 0.422], [4.003, 6.544, 0.962], [2.777, 7.270, 1.023], [1.861, 6.724, 1.969], [1.464, 5.245, 1.406], [2.195, 5.040, 0.194], [1.816, 5.982, -0.816], [2.191, 7.471, -0.260], [3.881, 4.322, 1.179], [4.149, 4.861, -0.502], [4.692, 7.012, 0.265], [4.453, 6.463, 1.948], [0.966, 7.336, 2.037], [2.333, 6.629, 2.944], [0.394, 5.211, 1.220], [1.747, 4.496, 2.141], [0.745, 5.935, -1.000], [2.366, 5.802, -1.736], [1.286, 8.067, -0.182], [2.900, 7.940, -0.938]], "atomic_forces_ev_per_a": [[0.0, -0.1, -0.2], [0.0, 0.0, 0.0], [0.0, 0.1, 0.0], [-0.1, 0.0, 0.1], [0.0, 0.0, 0.0], [0.0, 0.0, 0.0], [0.0, 0.0, 0.1], [0.1, 0.0, 0.0], [-0.3, -0.1, 0.2], [0.2, -0.1, 0.0], [-0.1, 0.0, 0.0], [0.1, 0.0, -0.1], [0.1, 0.0, 0.0], [0.0, 0.0, 0.0], [-0.1, 0.0, 0.0], [0.0, 0.0, 0.0], [0.0, 0.1, 0.0], [-0.1, 0.0, 0.0], [0.0, 0.0, 0.0], [0.0, 0.0, 0.0], [0.0, 0.0, 0.0], [0.0, 0.0, 0.0], [0.0, 0.0, 0.0], [0.0, 0.0, 0.0], [0.0, 0.0, 0.0], [0.0, 0.0, 0.0], [0.0, 0.0, 0.0], [0.0, 0.0, 0.0], [0.0, 0.0, 0.0], [0.0, 0.0, 0.0], [0.0, 0.0, 0.0], [0.0, 0.0, -0.1], [0.0, 0.0, 0.0], [0.0, 0.0, 0.0], [0.0, 0.0, 0.0], [0.0, 0.0, 0.0], [-0.1, 0.0, 0.0], [0.0, -0.1, -0.1], [0.0, 0.0, 0.0], [-0.1, -0.1, -0.1], [0.0, 0.0, 0.0], [0.0, -0.1, 0.0], [0.0, 0.0, 0.0], [0.0, 0.0, 0.0], [0.0, 0.0, 0.0], [0.0, 0.0, 0.0], [0.0, 0.0, 0.0], [0.0, 0.1, 0.1], [0.0, 0.0, 0.0], [0.0, 0.0, 0.0], [0.0, 0.0, 0.0], [0.0, 0.0, 0.0], [0.0, 0.0, 0.0], [0.0, 0.0, 0.0], [0.0, 0.0, 0.0], [0.1, 0.0, 0.0], [0.0, 0.1, 0.1], [0.0, 0.0, -0.1], [0.0, 0.0, 0.0], [0.0, 0.0, 0.0], [0.0, 0.0, 0.0], [0.0, 0.0, 0.0], [0.0, 0.0, 0.1], [0.0, 0.0, 0.0], [0.0, 0.0, 0.0], [0.0, 0.0, 0.0], [0.0, 0.0, 0.0], [0.0, 0.0, 0.0], [0.0, 0.0, 0.0], [0.0, 0.0, 0.0], [0.0, 0.0, 0.0], [0.0, 0.0, 0.0], [0.0, 0.0, 0.0], [0.0, 0.0, 0.0], [0.0, 0.0, 0.0], [0.0, 0.0, 0.0], [0.0, 0.0, 0.0], [0.0, 0.0, 0.0], [0.0, 0.0, 0.0], [0.0, 0.0, 0.0], [0.0, 0.0, 0.0], [0.0, 0.0, 0.0], [0.1, 0.0, 0.0], [0.1, 0.2, 0.0], [0.0, 0.0, 0.0], [0.0, 0.0, 0.0], [0.0, 0.0, 0.0], [0.0, 0.0, 0.0], [0.0, 0.0, 0.0], [0.0, 0.0, 0.0], [0.0, 0.0, 0.0], [0.0, 0.0, 0.0], [0.0, 0.0, 0.0], [0.0, 0.0, 0.1], [0.0, 0.0, 0.0], [0.0, 0.0, 0.0], [0.0, 0.0, 0.0], [0.0, 0.0, 0.0]], "energy_ev": -100561.481, "homo_energy_ev": [-14.87, -14.87], "de_lowest_kcal_mol": 4.3, "homo_lumo_gap_ev": [4.78, 5.38], "charge": 3, "multiplicity": 1}


Entry 2:
{"formula": "C36H49MoN7O10P2S", "method": "wB97M-V/def2-TZVPD", "symbols": ["Mo", "O", "C", "C", "C", "C", "C", "C", "C", "O", "N", "N", "C", "C", "C", "C", "C", "C", "N", "H", "H", "H", "H", "H", "H", "H", "H", "H", "H", "N", "C", "C", "C", "C", "C", "C", "S", "O", "O", "N", "C", "N", "C", "C", "C", "N", "H", "H", "H", "H", "H", "H", "H", "H", "H", "C", "C", "C", "O", "P", "O", "C", "P", "O", "O", "C", "C", "C", "O", "C", "C", "C", "O", "C", "C", "C", "H", "H", "H", "H", "H", "H", "H", "H", "H", "H", "H", "H", "H", "H", "H", "H", "H", "H", "H", "H", "H", "H", "H", "H", "H", "H", "H", "H", "H", "H"], "positions_angstrom": [[-0.485, -0.005, 0.210], [-3.228, 1.628, -2.898], [-2.324, 2.251, -3.685], [-2.815, 2.905, -4.811], [-1.953, 3.555, -5.669], [-0.577, 3.573, -5.426], [-0.083, 2.933, -4.317], [-0.940, 2.257, -3.430], [-0.376, 1.592, -2.270], [-1.167, 0.882, -1.497], [0.894, 1.711, -1.969], [1.133, 1.062, -0.801], [2.301, 1.151, -0.278], [2.481, 0.473, 0.987], [3.704, 0.360, 1.618], [3.785, -0.359, 2.802], [2.638, -0.951, 3.299], [1.444, -0.790, 2.617], [1.352, -0.071, 1.494], [-2.760, 1.202, -2.161], [-3.882, 2.891, -4.984], [-2.353, 4.056, -6.540], [0.091, 4.089, -6.101], [0.977, 2.937, -4.104], [3.090, 1.707, -0.771], [4.577, 0.828, 1.182], [4.730, -0.458, 3.319], [2.651, -1.528, 4.212], [0.532, -1.239, 2.976], [-1.203, -1.316, 8.643], [-1.452, -1.328, 7.309], [-2.503, -0.565, 6.770], [-2.743, -0.560, 5.417], [-1.940, -1.320, 4.567], [-0.903, -2.094, 5.086], [-0.658, -2.098, 6.439], [-2.273, -1.329, 2.864], [-1.689, -2.528, 2.294], [-3.649, -1.013, 2.640], [-1.326, -0.155, 2.170], [-1.592, 1.179, 2.288], [-1.090, 1.785, 1.185], [-1.186, 3.112, 1.071], [-1.800, 3.832, 2.069], [-2.310, 3.114, 3.150], [-2.212, 1.794, 3.276], [-1.849, -0.876, 9.273], [-0.547, -1.961, 9.044], [-3.136, 0.013, 7.431], [-3.557, 0.019, 5.006], [-0.318, -2.728, 4.430], [0.133, -2.715, 6.847], [-0.779, 3.563, 0.174], [-1.900, 4.904, 2.013], [-2.821, 3.631, 3.954], [-4.556, -2.471, -3.861], [-3.454, -1.669, -3.212], [-2.441, -1.131, -4.192], [-2.721, -2.583, -2.298], [-2.656, -2.417, -0.749], [-2.178, -1.054, -0.302], [-1.527, -3.759, -0.316], [0.197, -3.273, -0.430], [0.404, -1.779, -0.427], [0.673, -3.922, -1.759], [1.747, -3.445, -2.665], [2.968, -2.996, -1.891], [1.178, -2.378, -3.571], [0.981, -3.850, 0.785], [0.854, -5.259, 1.225], [0.567, -5.223, 2.706], [2.130, -5.983, 0.867], [-4.037, -2.614, -0.095], [-4.964, -3.745, -0.281], [-4.752, -4.701, 0.872], [-6.351, -3.150, -0.310], [-5.111, -1.830, -4.546], [-5.255, -2.860, -3.122], [-4.138, -3.302, -4.430], [-3.866, -0.863, -2.604], [-2.036, -1.943, -4.797], [-1.626, -0.629, -3.672], [-2.919, -0.409, -4.854], [-1.708, -4.607, -0.977], [-1.736, -4.030, 0.721], [1.970, -4.344, -3.235], [2.754, -2.098, -1.309], [3.764, -2.762, -2.597], [3.329, -3.777, -1.225], [0.959, -1.466, -3.013], [0.270, -2.731, -4.057], [1.908, -2.139, -4.345], [0.012, -5.699, 0.684], [1.422, -4.801, 3.238], [0.407, -6.237, 3.071], [-0.317, -4.624, 2.921], [2.985, -5.494, 1.334], [2.277, -6.014, -0.212], [2.080, -7.010, 1.230], [-4.721, -4.214, -1.238], [-4.910, -4.180, 1.815], [-3.748, -5.130, 0.867], [-5.465, -5.522, 0.800], [-6.555, -2.643, 0.633], [-7.086, -3.944, -0.447], [-6.461, -2.433, -1.123]], "atomic_forces_ev_per_a": [[0.4, 0.2, 0.2], [-0.1, 0.1, -0.1], [0.0, -0.1, 0.0], [-0.1, 0.0, 0.0], [0.0, 0.0, 0.0], [0.0, 0.0, 0.0], [0.0, 0.0, 0.0], [0.0, 0.0, 0.0], [0.2, 0.1, 0.2], [0.0, -0.3, -0.1], [-0.1, 0.1, -0.1], [0.0, -0.1, 0.2], [0.0, 0.0, -0.1], [0.0, -0.1, 0.1], [0.0, 0.1, 0.0], [0.0, 0.0, 0.0], [0.1, 0.0, 0.0], [-0.1, 0.0, -0.1], [-0.1, -0.2, 0.0], [0.0, 0.0, 0.0], [0.0, 0.0, 0.0], [0.0, 0.0, 0.0], [0.0, 0.0, 0.0], [0.0, 0.0, 0.0], [0.0, 0.0, 0.0], [0.0, 0.0, 0.0], [0.0, 0.0, 0.0], [0.0, 0.0, 0.0], [0.0, 0.0, 0.0], [0.0, 0.0, 0.0], [0.0, 0.0, 0.0], [0.0, 0.0, 0.0], [0.0, 0.0, 0.0], [0.0, 0.0, 0.0], [0.0, 0.0, 0.0], [0.0, 0.0, 0.0], [0.0, -0.1, 0.0], [0.0, 0.0, 0.0], [0.1, -0.1, 0.0], [-0.1, 0.1, -0.3], [0.0, 0.1, -0.1], [-0.1, 0.0, 0.1], [0.0, 0.0, -0.1], [0.0, 0.1, 0.0], [0.0, 0.0, 0.0], [0.0, 0.0, 0.0], [0.0, 0.0, 0.0], [0.0, 0.0, 0.0], [0.0, 0.0, 0.0], [0.0, 0.0, 0.0], [0.0, 0.0, 0.0], [0.0, 0.0, 0.0], [0.0, 0.0, 0.0], [0.0, 0.0, 0.0], [0.0, 0.0, 0.0], [0.0, 0.0, 0.0], [0.0, 0.0, 0.0], [0.0, 0.0, 0.0], [0.1, 0.0, 0.1], [0.1, 0.1, -0.1], [-0.2, -0.1, 0.1], [-0.1, 0.1, 0.2], [0.1, 0.0, -0.1], [-0.1, 0.0, -0.1], [0.0, 0.0, 0.0], [0.0, 0.0, 0.0], [0.0, 0.0, 0.0], [0.0, 0.0, 0.0], [0.0, 0.0, 0.0], [0.0, 0.0, 0.0], [0.0, 0.0, 0.0], [0.0, 0.0, 0.0], [-0.1, 0.1, 0.0], [0.0, -0.1, 0.1], [0.0, 0.0, 0.0], [0.0, 0.0, 0.0], [0.0, 0.0, 0.0], [0.0, 0.0, 0.0], [0.0, 0.0, 0.0], [0.0, 0.0, 0.0], [0.0, 0.0, 0.0], [0.0, 0.0, 0.0], [0.0, 0.0, 0.0], [0.0, 0.0, 0.0], [0.0, 0.1, -0.1], [0.0, 0.0, 0.0], [0.0, 0.0, 0.0], [0.0, 0.0, 0.0], [0.0, 0.0, 0.0], [0.0, 0.0, 0.0], [0.0, 0.0, 0.0], [0.0, 0.0, 0.0], [0.0, 0.0, 0.0], [0.0, 0.0, 0.0], [0.0, 0.0, 0.0], [0.0, 0.0, 0.0], [0.0, 0.0, 0.0], [0.0, 0.0, 0.0], [0.0, 0.0, 0.0], [0.0, 0.0, 0.0], [0.0, 0.0, 0.0], [0.0, 0.0, 0.0], [0.0, 0.0, 0.0], [0.0, 0.0, 0.0], [0.0, 0.0, 0.0], [0.0, 0.0, 0.0]], "energy_ev": -100297.792, "homo_energy_ev": [-12.37, -12.38], "de_lowest_kcal_mol": 0.0, "homo_lumo_gap_ev": [6.37, 5.96], "charge": 2, "multiplicity": 3}


- What is the formula in the first record?
  C36H49F4N4S3SnTe